[1]
C22H39BrN2O5RuS3Si as an isolated structure. Source: the OMol25 dataset; level of theory: wB97M-V/def2-TZVPD.

```
74
Properties=species:S:1:pos:R:3:mulliken_spin:R:1
Ru -2.42 -0.10 2.26 4.0191
S -6.80 1.26 2.26 0.0892
C -5.23 0.77 2.36 -0.0374
S -4.12 1.21 3.60 0.3545
S -4.49 -0.19 1.08 0.3458
O -2.55 -1.54 4.15 0.0938
C -1.80 -2.34 3.54 -0.0190
O -1.36 -2.11 2.38 0.1092
H -1.51 -3.28 4.03 -0.0014
C -1.20 -3.67 -2.76 0.0012
C -0.18 -3.40 -1.65 0.0005
C -0.86 -3.80 -0.33 0.0005
C 1.03 -4.33 -1.88 -0.0001
Si 0.38 -1.56 -1.60 0.0134
Br -1.35 -0.41 -0.72 -0.0136
C 1.86 -1.25 -0.43 0.0013
C 1.91 0.23 0.00 0.0046
C 3.20 -1.61 -1.09 0.0003
C 1.72 -2.05 0.88 0.0016
C 0.62 -0.79 -3.35 -0.0004
C 1.29 0.59 -3.26 0.0026
C 1.49 -1.70 -4.23 0.0020
C -0.72 -0.55 -4.06 0.0001
H -1.55 -4.71 -2.68 0.0000
H -0.78 -3.55 -3.76 0.0001
H -2.07 -3.02 -2.67 0.0000
H -1.14 -4.86 -0.39 -0.0005
H -1.76 -3.23 -0.15 0.0019
H -0.22 -3.67 0.54 0.0010
H 0.68 -5.36 -1.94 0.0000
H 1.75 -4.27 -1.07 -0.0001
H 1.55 -4.10 -2.82 -0.0001
H 1.98 0.92 -0.84 -0.0005
H 2.79 0.39 0.64 0.0000
H 1.02 0.49 0.58 0.0017
H 3.42 -0.98 -1.95 0.0000
H 3.22 -2.65 -1.42 -0.0001
H 4.00 -1.47 -0.37 0.0000
H 0.78 -1.85 1.40 0.0007
H 2.54 -1.75 1.55 0.0002
H 1.81 -3.12 0.72 0.0003
H 2.31 0.53 -2.88 -0.0001
H 0.72 1.28 -2.63 -0.0010
H 1.34 1.03 -4.26 0.0002
H 2.45 -1.94 -3.77 -0.0005
H 1.69 -1.19 -5.18 0.0006
H 0.99 -2.64 -4.46 0.0000
H -1.32 0.18 -3.53 -0.0002
H -1.31 -1.45 -4.18 0.0003
H -0.52 -0.15 -5.06 -0.0003
C 0.63 3.31 -0.50 -0.0008
C -0.11 4.27 0.44 0.0016
C -0.29 3.69 1.85 0.0159
C -1.11 4.67 2.71 -0.0010
C -1.32 4.23 4.16 0.0030
C 1.08 3.52 2.49 -0.0008
O 1.90 4.42 2.51 0.0008
N 1.33 2.32 3.09 0.0071
C 0.48 1.20 3.15 -0.0130
O 0.84 0.23 3.77 0.0103
N -0.70 1.29 2.47 0.0677
C -1.08 2.39 1.77 -0.0953
O -2.11 2.34 1.12 0.0366
H 0.76 3.76 -1.49 0.0002
H 0.06 2.39 -0.63 -0.0018
H 1.62 3.07 -0.12 -0.0003
H -1.10 4.49 0.04 -0.0001
H 0.44 5.20 0.54 0.0001
H -2.08 4.77 2.22 0.0001
H -0.61 5.64 2.67 0.0001
H -1.83 3.27 4.21 -0.0002
H -1.94 4.95 4.68 -0.0004
H -0.37 4.15 4.69 -0.0004
H 2.21 2.22 3.57 -0.0005
```

Values from the calculation:
E_LUMO (alpha / beta) = 2.28 / 1.66 eV
Energy = -5500.5975 Eh
Expectation value of S² = 8.7625
Spin multiplicity = 6
Strongest force on any atom = 0.0120 Eh/bohr
Orbital gap (alpha / beta) = 6.549 / 6.685 eV
Net charge = -1

---

[2]
A 3-piece molecular cluster, C22H39BrNO6S2 overall at a distorted geometry. Source: the OMol25 dataset; level of theory: wB97M-V/def2-TZVPD.

```
71
Properties=species:S:1:pos:R:3:mulliken_charge:R:1
C -0.75 5.32 -0.54 -0.5763
C -0.89 5.00 0.76 -0.4217
C -1.21 3.64 1.24 0.6555
O -0.78 3.31 2.33 -0.5274
O -1.95 2.82 0.46 -0.4358
C -1.25 1.62 0.06 -0.1887
C -1.32 0.49 1.08 0.2860
C -1.49 -0.86 0.40 -0.1370
C -1.75 -2.07 1.36 -1.1048
C -1.54 -1.81 2.85 -0.7915
C -0.08 -1.83 3.25 0.0273
N 0.06 -1.74 4.71 0.0662
S -0.21 -0.14 5.26 -0.1493
C 1.34 -2.36 5.14 0.3734
Br 1.53 -2.01 7.10 -0.1940
C 2.60 -1.75 4.50 -1.0152
S 3.11 -2.52 2.94 -0.1382
C 3.10 -1.13 1.76 0.1908
C 3.11 -1.75 0.35 -1.2068
C 1.27 -3.91 5.02 0.4889
O 2.33 -4.56 4.95 -0.7533
O 0.12 -4.37 5.03 -0.6931
H 0.13 5.87 -0.85 0.2543
H -1.48 5.13 -1.31 0.2908
H -0.73 5.76 1.51 0.4043
H -1.68 1.30 -0.89 -0.2662
H -0.22 1.92 -0.15 0.4179
H -2.14 0.68 1.77 0.3036
H -0.37 0.48 1.61 -0.0448
H -0.64 -1.12 -0.23 0.3049
H -2.35 -0.81 -0.27 0.0213
H -1.13 -2.92 1.09 0.4512
H -2.78 -2.39 1.22 0.3889
H -1.98 -2.66 3.38 0.4070
H -2.05 -0.93 3.23 0.2542
H 0.46 -0.98 2.82 -0.6652
H 0.40 -2.74 2.90 0.5179
H 0.56 0.60 4.40 0.0584
H 3.41 -1.90 5.20 0.6293
H 2.51 -0.67 4.39 0.4378
H 3.96 -0.49 1.90 0.4586
H 2.17 -0.57 1.86 -0.2878
H 2.51 -2.65 0.35 0.3930
H 4.12 -2.06 0.08 0.3903
H 2.75 -1.06 -0.40 0.1540
C 3.67 0.93 -4.62 -0.5449
C 3.01 -0.44 -4.70 -0.5387
C 3.39 -1.05 -3.35 -0.3405
O 3.50 0.04 -2.43 -0.3206
C 3.49 1.28 -3.15 -0.4495
H 3.24 1.67 -5.29 0.3333
H 4.74 0.84 -4.85 0.2542
H 1.93 -0.33 -4.76 0.2378
H 3.34 -1.05 -5.54 0.3430
H 4.36 -1.55 -3.40 0.2669
H 2.65 -1.76 -2.98 0.2626
H 2.52 1.76 -2.98 0.2241
H 4.28 1.92 -2.76 0.2817
C -3.54 1.25 -4.00 -0.5853
C -4.70 1.76 -3.14 -0.3815
C -5.42 0.46 -2.80 -0.4153
O -4.42 -0.56 -2.75 -0.4451
C -3.20 -0.06 -3.30 0.1861
H -2.70 1.94 -4.04 0.3333
H -3.89 1.06 -5.02 0.2905
H -4.32 2.23 -2.24 0.1018
H -5.35 2.47 -3.65 0.3538
H -6.15 0.19 -3.57 0.2776
H -5.94 0.51 -1.84 0.2874
H -2.49 0.11 -2.48 -0.3687
H -2.78 -0.80 -3.98 0.3274
```

Values from the calculation:
E_LUMO = 1.36 eV
Energy = -4738.1913 Eh
Strongest force on any atom = 0.0425 Eh/bohr
Orbital gap = 5.913 eV
Net charge = -1

---

[3]
C22H39MnN3O2SSbSi3 as an isolated structure at a distorted geometry. Source: the OMol25 dataset; level of theory: wB97M-V/def2-TZVPD.

```
72
Properties=species:S:1:pos:R:3:mulliken_spin:R:1
Mn -2.18 -0.85 -0.28 3.4122
C -5.60 -3.32 -0.03 0.0019
C -4.82 -2.04 -0.03 0.0124
O -3.57 -2.17 -0.27 0.0559
C -5.47 -0.84 0.20 -0.0015
C -4.82 0.43 0.22 0.0046
C -5.67 1.65 0.42 0.0006
N -3.53 0.55 0.07 -0.0148
N -3.03 1.87 0.12 -0.0022
C -1.75 1.83 -0.10 -0.0003
O -1.07 0.74 -0.34 -0.0496
C -0.95 3.09 -0.08 0.0614
C -1.53 4.34 0.13 -0.0038
C -0.75 5.48 0.12 -0.0028
C 0.63 5.39 -0.09 0.0058
C 1.21 4.15 -0.30 0.0234
C 0.42 3.00 -0.29 -0.2225
H -4.91 -4.16 -0.13 -0.0011
H -6.31 -3.34 -0.86 0.0012
H -6.16 -3.43 0.90 0.0001
H -6.53 -0.86 0.38 0.0034
H -6.71 1.37 0.52 0.0000
H -5.54 2.33 -0.42 0.0011
H -5.34 2.19 1.31 0.0008
H -2.60 4.39 0.30 0.0002
H -1.21 6.45 0.28 -0.0004
H 1.24 6.29 -0.10 0.0007
H 2.28 4.06 -0.46 -0.0017
H 0.86 2.02 -0.45 0.1622
C 4.78 1.81 -1.12 0.0177
Si 4.26 0.96 0.48 0.0120
C 4.40 2.26 1.83 0.0122
C 5.61 -0.30 0.87 0.0323
Sb 2.10 -0.27 -0.14 0.8772
Si 1.23 -0.26 2.26 -0.0448
C 1.08 1.46 2.97 0.0398
C 2.49 -1.20 3.27 0.0389
C -0.40 -1.13 2.53 -0.0229
Si 0.19 -3.29 -2.80 0.0490
C -0.42 -1.82 -3.78 0.0122
C -0.84 -4.78 -3.25 0.0027
C 1.98 -3.60 -3.18 0.0063
H 5.78 2.25 -1.04 0.0003
H 4.07 2.59 -1.40 -0.0015
H 4.79 1.07 -1.94 0.0035
H 5.39 2.72 1.76 -0.0013
H 4.29 1.81 2.83 0.0015
H 3.64 3.06 1.74 -0.0035
H 6.60 0.18 0.84 0.0018
H 5.60 -1.12 0.15 0.0042
H 5.47 -0.74 1.87 0.0020
H 2.01 2.02 2.85 -0.0072
H 0.84 1.39 4.03 -0.0023
H 0.28 2.02 2.47 -0.0075
H 3.46 -0.68 3.27 -0.0009
H 2.64 -2.20 2.84 0.0026
H 2.16 -1.31 4.31 0.0016
H -1.23 -0.71 1.98 0.0422
H -0.67 -1.07 3.60 0.0011
H -0.31 -2.17 2.22 -0.0121
H -1.13 -1.26 -3.18 0.0156
H -0.93 -2.11 -4.72 -0.0004
H 0.39 -1.13 -4.04 -0.0012
H -1.90 -4.57 -3.04 0.0000
H -0.54 -5.64 -2.65 -0.0004
H -0.74 -5.02 -4.31 0.0011
H 2.50 -2.65 -3.34 -0.0037
H 2.11 -4.22 -4.08 0.0011
H 2.44 -4.10 -2.33 -0.0016
S 0.90 -3.89 0.14 0.1564
C -0.06 -2.95 -0.94 0.0376
N -0.90 -2.06 -0.57 0.2908
```

Values from the calculation:
E_LUMO (alpha / beta) = 2.58 / 1.96 eV
Energy = -3834.5246 Eh
Expectation value of S² = 8.7907
Spin multiplicity = 6
Strongest force on any atom = 0.0208 Eh/bohr
Orbital gap (alpha / beta) = 6.541 / 6.050 eV
Net charge = -1

---

[4]
A 4-piece molecular cluster, C22H39N4O2 overall at a distorted geometry. Source: the OMol25 dataset; level of theory: wB97M-V/def2-TZVPD.

```
67
Properties=species:S:1:pos:R:3:nbo_charge:R:1
C -3.07 -5.12 1.18 -0.6339
C -2.86 -5.27 -0.32 -0.0797
O -2.07 -4.19 -0.84 -0.5218
C -2.73 -3.23 -1.53 0.8079
O -3.68 -3.44 -2.26 -0.5831
C -2.12 -1.86 -1.38 -0.5241
C -1.04 -1.62 -2.46 -0.4230
C 0.36 -1.36 -1.93 -0.3757
C 0.47 -0.07 -1.08 -0.3308
C -0.66 0.87 -1.13 0.3250
N -0.32 2.00 -1.63 -0.4078
C 1.06 2.00 -2.12 -0.2489
C 1.70 0.85 -1.34 -0.3987
H -3.39 -6.10 1.55 0.2255
H -2.15 -4.88 1.70 0.2170
H -3.87 -4.43 1.43 0.2099
H -3.82 -5.35 -0.83 0.2083
H -2.32 -6.19 -0.51 0.1916
H -2.94 -1.17 -1.55 0.2299
H -1.75 -1.69 -0.37 0.2165
H -1.33 -0.83 -3.15 0.2436
H -0.98 -2.53 -3.06 0.2326
H 1.03 -1.25 -2.78 0.2182
H 0.72 -2.21 -1.36 0.2338
H 0.51 -0.41 -0.04 0.3083
H -1.66 0.71 -0.75 0.2427
H -0.92 2.81 -1.71 0.4441
H 1.58 2.95 -2.14 0.2421
H 0.98 1.71 -3.17 0.2316
H 2.46 0.33 -1.91 0.2445
H 2.02 1.19 -0.36 0.2374
C 4.53 1.97 2.91 -0.6153
C 4.50 0.72 3.80 -0.3810
C 4.25 -0.57 3.01 -0.5204
C 2.96 -0.53 2.32 0.3610
N 1.94 -0.49 1.78 -0.4286
H 3.57 2.13 2.42 0.1956
H 4.74 2.85 3.52 0.2341
H 5.30 1.89 2.14 0.2035
H 3.73 0.84 4.56 0.2203
H 5.45 0.63 4.32 0.2288
H 4.25 -1.43 3.67 0.2617
H 5.03 -0.72 2.26 0.2486
C 1.18 3.86 4.91 -0.6127
C 1.26 4.27 6.38 -0.3795
C 2.66 4.72 6.80 -0.5123
C 3.63 3.64 6.62 0.3038
N 4.39 2.79 6.47 -0.3547
H 1.83 3.00 4.70 0.2095
H 0.17 3.58 4.64 0.2159
H 1.49 4.68 4.26 0.2026
H 0.94 3.44 7.00 0.2120
H 0.56 5.09 6.56 0.2140
H 2.67 5.02 7.85 0.2577
H 2.98 5.58 6.21 0.2455
C -3.95 -2.07 -5.70 -0.6128
C -4.39 -0.75 -6.32 -0.3794
C -3.21 0.13 -6.76 -0.5198
C -2.35 0.47 -5.63 0.3643
N -1.67 0.73 -4.74 -0.4344
H -3.36 -1.92 -4.79 0.2080
H -4.81 -2.67 -5.43 0.2327
H -3.34 -2.65 -6.40 0.2061
H -5.00 -0.20 -5.60 0.2086
H -5.01 -0.94 -7.19 0.2199
H -3.56 1.06 -7.21 0.2594
H -2.60 -0.39 -7.50 0.2542
```

Values from the calculation:
E_LUMO = -3.39 eV
Energy = -1230.9445 Eh
Strongest force on any atom = 0.0330 Eh/bohr
Orbital gap = 9.197 eV
Net charge = +1